No. 1
Entry from the OMol25 dataset: a 2-piece molecular cluster, ClH2NO2P overall in a non-equilibrium geometry (ωB97M-V/def2-TZVPD).

The calculation puts the HOMO energy (alpha / beta) at -3.9 / -4.6 eV. Its charge is -1.

```
7
Properties=species:S:1:pos:R:3:forces:R:3:mulliken_charge:R:1
N -0.618 -1.146 1.170 1.317 0.005 -0.693 -0.665
O -0.436 1.943 -0.367 -0.336 0.149 1.199 -0.541
O -0.534 0.231 -2.246 0.174 -0.986 0.789 -0.565
P -0.052 0.631 -0.901 -1.192 -0.262 -0.386 0.758
Cl 1.965 0.618 -0.914 1.097 -0.457 0.181 -0.259
H -0.444 -0.368 1.827 0.102 -0.403 -0.243 0.158
H 0.118 -1.909 1.432 -1.162 1.953 -0.847 0.115
```
Positions in Å, forces in eV/Å.



No. 2
Entry from the OMol25 dataset: C36H46FeIN4PS as an isolated structure (ωB97M-V/def2-TZVPD).

The expectation value of S² is 8.81. The calculation puts the HOMO energy (alpha / beta) at -10.3 / -11.2 eV. Its charge is +1. The multiplicity is 6.

```
90
Properties=species:S:1:pos:R:3:forces:R:3:mulliken_charge:R:1
Fe 0.198 -0.762 -1.455 -0.112 0.335 0.160 -0.098
N 3.828 0.868 -0.083 -0.072 -0.063 0.077 0.244
C 3.800 -0.012 0.994 0.033 0.093 -0.045 0.859
C 4.659 -0.187 2.072 -0.002 -0.032 0.013 -1.188
C 4.337 -1.197 2.957 -0.011 0.003 -0.010 -0.805
C 3.205 -2.007 2.767 0.033 0.042 -0.014 -0.991
C 2.355 -1.821 1.697 -0.042 -0.070 -0.018 -0.530
C 2.657 -0.791 0.807 -0.014 0.018 -0.072 -0.681
N 2.013 -0.376 -0.356 -0.018 0.158 0.174 2.516
C 2.747 0.605 -0.843 0.046 -0.049 -0.079 -0.865
C 2.401 1.219 -2.118 0.051 -0.114 0.066 -0.524
C 3.089 2.075 -2.918 -0.079 -0.011 0.036 -0.280
S 2.210 2.334 -4.358 0.017 -0.032 -0.017 -0.152
C 0.990 1.278 -3.815 0.004 0.114 0.136 -0.544
N 1.208 0.775 -2.633 0.059 -0.042 -0.241 0.671
H 4.516 1.580 -0.261 0.006 -0.001 0.011 0.251
H 5.538 0.427 2.209 0.017 0.011 0.011 0.508
H 4.975 -1.374 3.811 0.010 -0.007 0.008 0.444
H 3.003 -2.800 3.473 -0.003 -0.009 0.019 0.508
H 1.495 -2.462 1.546 0.075 0.064 0.054 0.105
H 4.049 2.536 -2.756 0.029 0.020 0.001 0.461
H 0.103 1.058 -4.390 -0.018 -0.054 -0.032 0.299
C -5.708 1.357 -0.320 -0.016 0.017 -0.005 -0.738
C -4.715 2.014 -1.272 0.006 0.002 -0.011 -0.890
C -3.283 1.922 -0.718 0.035 0.012 -0.016 -0.613
C -3.085 0.658 0.142 0.025 -0.033 -0.075 1.095
C -3.942 -0.471 -0.441 -0.015 -0.009 0.071 -0.386
C -5.427 -0.150 -0.213 0.012 -0.023 0.026 -0.954
P -1.305 0.239 0.330 0.299 -0.113 0.167 0.090
C -0.449 1.715 1.043 -0.041 0.047 -0.058 0.746
C -1.080 2.345 2.299 -0.037 -0.033 -0.005 -0.734
C -0.523 3.754 2.562 0.012 0.003 0.020 -0.919
C 0.919 3.860 2.077 -0.011 0.004 0.022 -0.792
C 0.964 3.744 0.547 -0.007 0.008 -0.021 -0.725
C -0.132 2.806 0.012 0.022 -0.002 -0.005 -0.749
C -1.168 -0.992 1.710 -0.004 0.039 0.044 0.988
C -2.150 -0.855 2.902 -0.027 -0.034 -0.050 -1.122
C -3.160 -1.998 2.935 -0.024 0.002 0.023 -0.670
C -2.463 -3.349 3.110 -0.004 -0.010 0.026 -0.999
C -1.159 -3.442 2.293 0.015 -0.046 0.012 -0.842
C -1.148 -2.426 1.156 -0.008 -0.038 -0.071 -0.318
H -6.731 1.526 -0.654 0.001 0.005 0.009 0.469
H -5.627 1.829 0.664 0.010 0.003 0.002 0.297
H -4.972 3.060 -1.443 0.000 -0.003 -0.007 0.467
H -4.770 1.519 -2.245 0.004 -0.015 0.000 0.359
H -3.063 2.809 -0.118 -0.030 -0.015 0.016 0.200
H -2.572 1.916 -1.551 0.014 0.016 -0.001 0.068
H -3.442 0.854 1.157 -0.014 0.053 0.002 0.609
H -3.707 -1.441 -0.003 0.034 -0.004 -0.012 -0.067
H -3.724 -0.558 -1.504 -0.029 0.007 -0.008 0.038
H -5.735 -0.516 0.770 -0.012 0.004 0.002 0.219
H -6.023 -0.694 -0.948 0.004 -0.007 -0.007 0.536
H 0.512 1.274 1.335 0.057 -0.025 0.010 0.009
H -0.874 1.707 3.160 -0.010 -0.032 0.010 0.326
H -2.167 2.396 2.201 -0.007 0.007 -0.010 0.079
H -0.595 3.984 3.626 -0.009 0.006 -0.002 0.531
H -1.129 4.503 2.044 -0.001 -0.002 -0.011 0.343
H 1.510 3.063 2.540 -0.001 0.006 -0.005 0.241
H 1.369 4.801 2.395 0.002 0.001 0.003 0.538
H 1.950 3.393 0.229 0.038 -0.040 0.000 0.104
H 0.832 4.733 0.102 0.013 -0.007 -0.015 0.527
H 0.172 2.367 -0.941 -0.021 0.011 0.000 -0.368
H -1.035 3.379 -0.198 0.002 0.008 0.015 0.661
H -0.155 -0.801 2.083 -0.010 0.056 0.029 0.509
H -2.677 0.097 2.878 0.015 0.062 0.007 0.519
H -1.582 -0.853 3.837 0.019 -0.040 -0.008 0.476
H -3.749 -1.987 2.013 0.016 -0.023 0.037 -0.030
H -3.870 -1.841 3.748 -0.008 0.007 -0.006 0.541
H -3.144 -4.152 2.824 -0.005 0.011 -0.020 0.347
H -2.238 -3.500 4.167 0.006 -0.020 -0.005 0.354
H -1.034 -4.448 1.890 0.014 -0.020 0.023 0.538
H -0.297 -3.262 2.945 -0.008 0.049 -0.021 0.213
H -1.995 -2.615 0.494 -0.048 0.035 -0.035 0.449
H -0.255 -2.566 0.528 -0.084 0.016 -0.011 -0.375
I -1.536 -1.396 -3.212 -0.159 -0.225 -0.364 -0.412
C 1.472 -3.187 -1.820 0.073 -0.241 0.006 -1.713
C 2.399 -2.601 -2.693 -0.068 -0.061 0.078 1.156
C 3.665 -2.176 -2.212 0.103 0.041 0.016 -0.377
C 4.554 -1.534 -3.034 -0.034 0.015 0.054 -0.690
C 4.211 -1.288 -4.372 0.022 0.054 -0.084 0.551
C 2.995 -1.753 -4.889 -0.011 0.022 0.025 -0.748
C 2.108 -2.407 -4.069 0.017 0.066 0.014 -0.858
C 5.100 -0.523 -5.195 -0.051 -0.023 0.065 -0.034
N 5.800 0.139 -5.823 0.024 0.040 -0.034 -0.483
H 1.754 -3.367 -0.789 -0.020 -0.012 -0.031 0.473
H 0.571 -3.655 -2.191 -0.036 0.063 -0.004 0.528
H 3.926 -2.371 -1.177 -0.016 0.005 -0.036 0.578
H 5.517 -1.209 -2.663 0.020 -0.007 -0.004 0.527
H 2.760 -1.586 -5.931 0.006 -0.004 -0.007 0.536
H 1.162 -2.755 -4.458 -0.063 -0.013 -0.015 0.559
```
Positions in Å, forces in eV/Å.



No. 3
Entry from the OMol25 dataset: a 5-piece molecular cluster, H10O5 overall in a non-equilibrium geometry (ωB97M-V/def2-TZVPD).

The SMILES is O.O.O.O.O. The calculation puts the HOMO energy at -10.6 eV.

```
15
Properties=species:S:1:pos:R:3:forces:R:3:mulliken_charge:R:1
O -0.952 0.568 1.959 0.240 1.284 0.701 -0.622
H -1.129 -0.051 1.271 -0.246 -1.052 -0.797 0.314
H -1.364 1.379 1.626 -0.004 -0.255 0.164 0.334
O 2.057 0.461 0.797 -0.369 -0.053 0.149 -0.676
H 2.272 1.178 0.202 0.205 0.229 -0.184 0.309
H 1.497 0.862 1.475 -0.036 -0.112 0.081 0.343
O -0.199 -0.971 -0.542 -0.351 -2.123 -0.047 -0.665
H -0.787 -0.502 -1.090 -1.418 0.614 -1.350 0.324
H 0.241 -0.275 -0.118 1.914 1.415 1.306 0.331
O 2.117 -2.853 -0.789 1.255 -0.685 -0.094 -0.627
H 2.387 -3.378 -1.566 -0.724 0.585 0.543 0.305
H 1.238 -2.495 -0.876 -0.531 0.157 -0.447 0.332
O -2.304 1.762 -0.544 -0.788 -0.264 -0.467 -0.622
H -3.147 1.692 -1.048 0.931 0.169 0.574 0.305
H -1.934 2.621 -0.764 -0.078 0.090 -0.132 0.316
```
Positions in Å, forces in eV/Å.



No. 4
Entry from the OMol25 dataset: an isolated molecule of C24H34N2O2 (ωB97M-V/def2-TZVPD).

The SMILES is CCOc1ccc(CN2CCN(CCCc3ccccc3)C[C@H]2CCO)cc1. The calculation puts the HOMO energy at -8.3 eV.

```
62
Properties=species:S:1:pos:R:3:forces:R:3:mulliken_charge:R:1
C -7.730 -3.364 -1.127 0.300 0.313 0.150 -1.439
C -6.802 -2.527 -0.260 -0.204 -0.297 0.161 -0.256
O -6.206 -1.550 -1.089 0.073 0.137 -0.154 -0.399
C -5.332 -0.664 -0.540 0.123 0.118 0.044 0.883
C -4.789 0.277 -1.418 -0.100 -0.128 -0.007 -0.620
C -3.897 1.223 -0.965 -0.073 -0.091 0.077 -0.195
C -3.515 1.260 0.374 -0.059 0.020 0.247 0.079
C -2.528 2.291 0.843 0.059 0.035 -0.035 -1.170
N -1.258 2.153 0.147 -0.107 0.159 -0.035 0.072
C -0.318 3.206 0.470 0.142 0.129 -0.224 -0.772
C 0.885 3.124 -0.465 -0.119 0.158 0.200 -0.833
N 1.507 1.818 -0.358 0.008 0.137 -0.145 0.465
C 2.738 1.720 -1.122 0.092 -0.214 0.242 -0.969
C 3.639 0.602 -0.598 0.009 0.320 -0.314 -0.224
C 5.001 0.605 -1.301 -0.233 -0.154 0.176 -1.168
C 5.873 -0.493 -0.764 0.073 0.089 -0.118 0.313
C 6.716 -0.263 0.315 -0.018 0.005 -0.030 -0.289
C 7.494 -1.282 0.835 0.055 -0.014 0.088 -0.565
C 7.436 -2.550 0.282 0.062 -0.081 0.048 -0.422
C 6.597 -2.791 -0.792 -0.007 -0.101 -0.015 -0.590
C 5.820 -1.770 -1.309 0.002 0.030 0.005 -0.262
C 0.534 0.808 -0.731 -0.189 -0.159 0.111 -1.723
C -0.645 0.838 0.246 0.275 -0.302 -0.034 0.074
C -0.169 0.437 1.657 -0.234 -0.242 -0.129 -0.596
C -0.207 -1.076 1.861 -0.031 0.277 -0.319 -0.601
O 0.201 -1.458 3.154 0.209 -0.075 0.397 -0.545
C -4.051 0.320 1.238 0.131 0.241 -0.146 -0.728
C -4.954 -0.634 0.797 -0.295 -0.337 -0.098 -0.460
H -8.210 -4.130 -0.525 -0.060 -0.086 0.043 0.420
H -8.491 -2.731 -1.574 -0.104 0.022 -0.040 0.330
H -7.164 -3.839 -1.925 0.022 -0.084 -0.073 0.326
H -7.371 -2.043 0.545 0.129 -0.037 -0.055 0.361
H -6.028 -3.164 0.191 -0.067 0.128 -0.002 0.358
H -5.089 0.242 -2.454 -0.039 0.003 -0.130 0.425
H -3.476 1.943 -1.649 0.057 0.086 -0.113 0.423
H -2.909 3.290 0.602 0.047 -0.029 0.115 0.515
H -2.422 2.234 1.940 -0.041 0.026 -0.062 0.422
H 0.028 3.152 1.515 -0.011 0.038 -0.014 0.271
H -0.816 4.169 0.326 0.019 -0.024 0.055 0.480
H 0.547 3.323 -1.498 0.015 0.031 0.025 0.385
H 1.613 3.888 -0.183 -0.017 -0.012 -0.044 0.449
H 3.272 2.668 -1.015 -0.016 -0.002 -0.057 0.386
H 2.541 1.568 -2.198 0.015 0.074 0.004 0.286
H 3.781 0.741 0.475 -0.027 -0.030 0.044 0.258
H 3.167 -0.370 -0.748 -0.004 -0.070 0.056 0.336
H 5.483 1.573 -1.146 0.017 0.026 -0.065 0.413
H 4.847 0.469 -2.374 0.060 0.057 -0.038 0.453
H 6.766 0.726 0.749 0.007 0.117 0.036 0.361
H 8.148 -1.087 1.672 0.050 0.014 0.061 0.368
H 8.044 -3.346 0.685 0.048 -0.059 0.028 0.371
H 6.548 -3.778 -1.229 -0.001 -0.073 -0.035 0.370
H 5.168 -1.962 -2.150 -0.068 -0.010 -0.102 0.366
H 0.153 0.978 -1.753 0.042 -0.032 0.029 0.402
H 1.004 -0.175 -0.697 0.005 -0.035 -0.026 0.461
H -1.396 0.116 -0.092 0.119 0.018 -0.012 0.550
H 0.850 0.803 1.802 -0.024 0.018 0.101 0.546
H -0.810 0.894 2.413 0.026 0.019 0.087 0.219
H -1.231 -1.445 1.758 0.057 0.019 -0.090 0.294
H 0.416 -1.575 1.104 -0.125 0.010 -0.008 0.257
H 1.091 -1.120 3.305 -0.076 -0.038 -0.003 0.341
H -3.765 0.325 2.281 0.057 0.021 0.116 0.360
H -5.349 -1.346 1.504 -0.057 -0.081 0.023 0.375
```
Positions in Å, forces in eV/Å.